{
  "formula": "C4H11N2O2",
  "method": "wB97M-V/def2-TZVPD",
  "elements": ["C", "C", "C", "C", "N", "N", "O", "O", "H", "H", "H", "H", "H", "H", "H", "H", "H", "H", "H"],
  "coordinates": [[-1.74, 1.30, 0.41], [0.09, -0.08, -2.65], [1.04, -1.07, 2.90], [-0.66, 0.58, -0.35], [0.19, -0.01, 0.43], [-0.74, 0.60, -1.68], [1.30, -0.71, -0.07], [1.97, -1.39, 2.11], [-2.17, 0.64, 1.15], [-1.31, 2.15, 0.94], [-2.52, 1.65, -0.25], [-0.55, -0.47, -3.44], [0.81, 0.61, -3.10], [0.62, -0.90, -2.18], [1.16, -0.14, 3.45], [0.15, -1.67, 3.07], [2.01, -0.08, -0.24], [-1.49, 1.15, -2.07], [1.84, -2.18, 1.55]],
  "mulliken_charge": [-1.18, -0.84, 0.08, 0.66, -0.23, -0.19, -0.51, -0.23, 0.29, 0.27, 0.37, 0.33, 0.29, 0.31, 0.28, 0.28, 0.35, 0.22, 0.43],
  "relative_energy_ev": 4.7481,
  "total_charge": 1,
  "orbital_gap_ev": 7.2033,
  "lumo_ha": -0.1968,
  "e_homo_ev": -12.6
}